Record 1
Density functional theory data (wB97M-V/def2-TZVPD) for a structure of composition BCdH68O36P in a non-equilibrium geometry.

Geometry (Å):
Cd (-9.812, -18.832, 8.943)
P (-7.545, -20.110, 8.737)
O (-8.170, -19.459, 10.007)
O (-8.758, -19.896, 7.750)
O (-7.104, -21.551, 8.933)
O (-6.295, -19.502, 8.069)
B (-10.855, -17.437, 10.185)
H (-9.848, -17.639, 10.516)
H (-11.445, -18.339, 10.227)
H (-11.264, -16.694, 10.853)
H (-10.801, -17.067, 9.173)
O (-7.119, -15.661, 10.119)
H (-6.419, -16.312, 10.072)
H (-7.470, -15.749, 11.005)
O (-9.387, -20.517, 12.039)
H (-9.457, -19.781, 12.648)
H (-9.051, -20.129, 11.232)
O (-9.602, -17.607, 12.926)
H (-8.657, -17.512, 13.043)
H (-9.729, -17.587, 11.977)
O (-10.919, -20.563, 9.393)
H (-10.594, -21.463, 9.439)
H (-11.788, -20.602, 9.791)
O (-9.884, -15.969, 15.760)
H (-10.819, -16.108, 15.910)
H (-9.844, -15.425, 14.974)
O (-15.112, -18.685, 8.845)
H (-15.787, -18.011, 8.766)
H (-14.731, -18.745, 7.969)
O (-14.023, -19.093, 6.412)
H (-13.822, -18.579, 5.629)
H (-14.388, -19.911, 6.074)
O (-9.960, -14.716, 10.761)
H (-9.407, -14.595, 9.989)
H (-10.272, -15.618, 10.694)
O (-13.834, -18.080, 11.371)
H (-12.986, -18.082, 10.928)
H (-14.469, -18.244, 10.674)
O (-11.216, -18.663, 7.439)
H (-10.933, -18.359, 6.577)
H (-12.100, -19.001, 7.297)
O (-9.705, -22.151, 6.773)
H (-9.228, -21.483, 7.265)
H (-10.258, -22.580, 7.425)
O (-9.442, -13.540, 7.708)
H (-9.250, -13.924, 6.852)
H (-10.394, -13.444, 7.720)
O (-6.720, -19.412, 14.829)
H (-7.501, -19.176, 15.331)
H (-6.669, -18.750, 14.140)
O (-11.446, -11.462, 10.168)
H (-11.078, -11.175, 9.332)
H (-10.808, -12.089, 10.508)
O (-5.270, -17.474, 9.581)
H (-4.451, -17.905, 9.826)
H (-5.671, -18.067, 8.945)
O (-12.623, -16.271, 16.039)
H (-13.360, -15.679, 16.187)
H (-12.697, -16.522, 15.118)
O (-15.538, -21.309, 9.580)
H (-15.508, -21.172, 10.526)
H (-15.406, -20.438, 9.206)
O (-12.990, -20.699, 14.971)
H (-12.556, -20.030, 14.442)
H (-12.405, -20.830, 15.718)
O (-13.213, -14.919, 4.650)
H (-13.073, -15.114, 5.577)
H (-12.882, -15.690, 4.189)
O (-12.022, -18.431, 13.714)
H (-12.554, -18.046, 13.018)
H (-11.136, -18.110, 13.544)
O (-15.285, -20.803, 12.263)
H (-15.513, -20.433, 13.116)
H (-15.653, -21.686, 12.279)
O (-12.596, -15.538, 7.338)
H (-12.215, -14.690, 7.566)
H (-12.147, -16.164, 7.906)
O (-10.428, -18.263, 4.913)
H (-9.762, -17.624, 4.659)
H (-10.517, -18.833, 4.150)
O (-12.482, -21.199, 11.691)
H (-11.661, -20.835, 12.021)
H (-13.148, -20.560, 11.945)
O (-15.872, -16.968, 12.932)
H (-15.746, -17.458, 13.744)
H (-15.366, -17.452, 12.279)
O (-7.557, -19.852, 5.424)
H (-7.948, -19.898, 6.297)
H (-8.277, -19.588, 4.852)
O (-6.932, -22.063, 11.616)
H (-7.638, -21.569, 12.033)
H (-7.024, -21.872, 10.682)
O (-12.830, -23.789, 11.003)
H (-12.769, -24.166, 11.880)
H (-12.735, -22.846, 11.139)
O (-7.016, -18.369, 12.254)
H (-7.369, -18.668, 11.416)
H (-6.066, -18.407, 12.142)
O (-8.743, -17.182, 7.996)
H (-8.420, -16.354, 8.353)
H (-8.189, -17.346, 7.233)
O (-14.663, -14.601, 10.575)
H (-14.868, -15.260, 9.911)
H (-14.240, -15.093, 11.279)
O (-9.936, -14.405, 13.352)
H (-10.214, -13.492, 13.275)
H (-9.997, -14.750, 12.461)

Calculated values
Energy   -89348.836 eV
Net charge   -2


Record 2
Density functional theory data (wB97M-V/def2-TZVPD) for a structure of composition BCuH20O8 in a non-equilibrium geometry.

Geometry (Å):
Cu (4.192, 1.113, -0.112)
B (0.301, -0.617, -0.054)
H (0.821, -0.130, -0.864)
H (0.961, -1.237, 0.533)
H (0.004, 0.168, 0.624)
H (-0.519, -1.202, -0.439)
O (2.108, 4.288, 1.173)
H (2.543, 5.033, 1.588)
H (1.202, 4.339, 1.475)
O (-2.129, -5.418, -3.588)
H (-2.166, -4.483, -3.389)
H (-2.985, -5.617, -3.968)
O (-0.465, -5.453, 0.782)
H (-0.540, -5.602, -0.161)
H (-0.337, -4.508, 0.866)
O (4.517, -0.482, 3.697)
H (4.262, -1.303, 4.119)
H (4.267, 0.198, 4.323)
O (-4.551, 3.106, 0.900)
H (-4.562, 2.245, 1.319)
H (-5.415, 3.474, 1.087)
O (3.787, 2.313, -3.954)
H (4.375, 2.343, -4.709)
H (2.945, 2.618, -4.294)
O (-1.270, 2.677, -2.833)
H (-1.019, 1.820, -2.487)
H (-1.942, 2.992, -2.228)
O (-3.007, -0.564, 3.553)
H (-2.274, -0.750, 2.965)
H (-3.102, -1.360, 4.076)

Calculated values
Multiplicity   2
Relative energy (zero: lowest compared OMol25 entry of this formula, charge and spin)   130.2 kcal per mole
Net charge   +1


Record 3
Density functional theory data (wB97M-V/def2-TZVPD) for a cluster of 9 separate species, BF4H16O8 in total in a non-equilibrium geometry.

Geometry (Å):
B (0.828, -0.055, -0.626)
F (2.061, -0.073, 0.046)
F (0.618, -1.100, -1.482)
F (-0.193, -0.199, 0.384)
F (0.564, 1.086, -1.339)
O (0.104, 3.873, 0.070)
H (0.553, 3.663, -0.736)
H (-0.765, 4.145, -0.302)
O (1.884, -2.546, 1.228)
H (1.360, -2.980, 0.585)
H (2.357, -1.945, 0.659)
O (-2.738, -0.774, 1.107)
H (-1.890, -0.635, 0.781)
H (-3.381, -0.374, 0.443)
O (2.775, 2.055, 1.730)
H (3.032, 2.915, 1.326)
H (2.630, 1.395, 1.049)
O (0.074, -3.570, -0.734)
H (0.319, -2.913, -1.338)
H (-0.862, -3.428, -0.549)
O (-1.877, -1.409, -2.461)
H (-2.154, -0.879, -3.202)
H (-1.241, -0.875, -2.019)
O (0.500, -0.762, 3.292)
H (0.150, -0.167, 2.657)
H (0.059, -0.503, 4.128)
O (-1.833, 1.970, -1.233)
H (-2.077, 2.253, -2.139)
H (-0.860, 1.829, -1.323)

Calculated values
Relative energy (zero: lowest compared OMol25 entry of this formula, charge and spin)   29.2 kcal per mole
Net charge   -1


Record 4
Density functional theory data (wB97M-V/def2-TZVPD) for a cluster of 11 separate species, BF4H20O10 in total.

Geometry (Å):
B (0.214, -0.091, -0.680)
F (0.290, -1.239, 0.122)
F (1.309, 0.738, -0.441)
F (0.111, -0.377, -2.038)
F (-0.991, 0.595, -0.364)
O (-2.376, -2.302, -1.014)
H (-2.454, -2.883, -0.253)
H (-1.693, -1.666, -0.762)
O (-0.887, 2.276, -2.654)
H (-1.562, 2.519, -2.012)
H (-0.340, 1.618, -2.194)
O (1.063, 2.855, 2.315)
H (1.231, 1.900, 2.283)
H (0.110, 2.929, 2.195)
O (0.697, -4.241, 1.980)
H (-0.131, -4.659, 2.235)
H (0.429, -3.479, 1.450)
O (1.135, -0.085, 2.719)
H (0.679, -0.438, 1.941)
H (0.759, -0.567, 3.460)
O (-3.841, 2.682, -0.341)
H (-3.137, 2.496, 0.292)
H (-4.105, 1.816, -0.671)
O (-1.817, 1.161, 2.077)
H (-2.721, 0.830, 2.067)
H (-1.485, 0.993, 1.169)
O (0.514, -3.253, -1.683)
H (0.356, -2.298, -1.756)
H (1.375, -3.319, -1.259)
O (3.871, 0.950, 0.387)
H (2.916, 1.001, 0.210)
H (4.053, 1.710, 0.948)
O (2.198, 0.435, -3.592)
H (1.615, 0.154, -2.867)
H (2.616, 1.239, -3.268)

Calculated values
Relative energy (zero: lowest compared OMol25 entry of this formula, charge and spin)   16.7 kcal per mole
Net charge   -1


Record 5
Density functional theory data (wB97M-V/def2-TZVPD) for a cluster of 11 separate species, BF4H20O10 in total in a non-equilibrium geometry.

Geometry (Å):
B (0.398, -0.226, -0.266)
F (1.677, -0.002, 0.205)
F (0.227, -1.611, -0.304)
F (-0.580, 0.551, 0.311)
F (0.378, 0.048, -1.662)
O (4.941, 3.509, 2.602)
H (4.058, 3.243, 2.860)
H (4.863, 3.730, 1.674)
O (-3.193, 1.865, -3.353)
H (-3.423, 1.581, -4.238)
H (-2.375, 1.406, -3.159)
O (3.170, -3.550, 2.711)
H (2.839, -2.860, 2.137)
H (4.005, -3.807, 2.321)
O (-3.062, -3.313, 2.334)
H (-2.238, -2.955, 2.004)
H (-2.855, -3.613, 3.220)
O (0.668, -3.422, -4.913)
H (-0.239, -3.727, -4.929)
H (0.736, -2.914, -4.104)
O (-1.634, 1.580, 4.965)
H (-1.679, 0.704, 5.348)
H (-1.637, 1.430, 4.020)
O (0.107, 5.005, -0.571)
H (-0.618, 5.157, -1.177)
H (-0.248, 4.399, 0.080)
O (-4.952, 3.998, 0.418)
H (-4.381, 3.460, -0.132)
H (-5.552, 4.418, -0.199)
O (4.083, 2.227, -3.430)
H (4.431, 2.832, -2.776)
H (3.278, 1.887, -3.039)
O (-0.116, -7.228, 0.187)
H (-0.392, -6.346, -0.064)
H (-0.686, -7.458, 0.921)

Calculated values
Relative energy (zero: lowest compared OMol25 entry of this formula, charge and spin)   53.8 kcal per mole
Net charge   -1


Record 6
Density functional theory data (wB97M-V/def2-TZVPD) for a cluster of 11 separate species, BF4H20O10 in total in a non-equilibrium geometry.

Geometry (Å):
B (-0.326, 0.176, 0.203)
F (-1.431, 0.105, -0.697)
F (-0.657, -0.582, 1.283)
F (0.886, -0.269, -0.346)
F (-0.034, 1.462, 0.514)
O (1.768, -1.259, 2.540)
H (2.517, -0.663, 2.539)
H (1.119, -0.828, 1.983)
O (2.606, 3.144, 1.211)
H (2.669, 4.064, 0.955)
H (2.338, 2.690, 0.412)
O (-0.489, 2.488, 2.791)
H (-0.314, 2.348, 1.861)
H (-0.447, 1.613, 3.177)
O (-0.571, -1.799, -3.185)
H (-1.160, -2.051, -2.474)
H (-0.886, -2.290, -3.944)
O (1.717, -0.470, -3.042)
H (0.922, -1.003, -3.018)
H (1.541, 0.251, -2.437)
O (-0.128, -3.841, 2.994)
H (0.443, -4.235, 2.334)
H (-0.745, -3.309, 2.491)
O (-0.565, -3.099, -0.502)
H (-0.303, -2.182, -0.579)
H (-1.146, -3.120, 0.259)
O (1.775, 1.934, -1.929)
H (1.145, 1.679, -1.256)
H (1.336, 2.631, -2.417)
O (-3.394, -0.216, 2.118)
H (-2.626, -0.510, 2.607)
H (-3.061, -0.023, 1.241)
O (-1.686, 2.114, -2.771)
H (-1.293, 2.025, -1.903)
H (-1.522, 3.025, -3.016)

Calculated values
Relative energy (zero: lowest compared OMol25 entry of this formula, charge and spin)   31.7 kcal per mole
Net charge   -1